1.
Computed, not measured: an isolated molecule of C4HNO2 in a non-equilibrium geometry, with ωB97M-V/def2-TZVPD.

Results
Relative energy (zero: lowest compared OMol25 entry of this formula, charge and spin)   0.3572 eV
Orbital gap   9.48 eV
E   -9746.33692 eV
Spin multiplicity   1
SMILES   N#CC(=C=O)C=O

Bonds (Å) are listed after each position.
Atoms and positions in Å:
1 N 0.50948 2.45741 -0.45869  C2 1.136
2 C 0.22981 1.36240 -0.34734  N1 1.136, C3 1.388
3 C -0.29079 0.11863 -0.01659  C2 1.388, C4 1.312, C6 1.727
4 C -1.58008 -0.12241 -0.01534  C3 1.312, O5 1.167
5 O -2.72281 -0.36052 -0.03025  C4 1.167
6 C 1.03578 -0.96465 0.20189  C3 1.727, O7 1.155, H8 1.193
7 O 1.65437 -1.32370 -0.70462  C6 1.155
8 H 1.16424 -1.16717 1.37093  C6 1.193

Charges in e, computed with natural (NBO), in the same order as the atoms: number 1, N, carries -0.29; number 2, C, carries 0.25; number 3, C, carries -0.58; number 4, C, carries 0.78; number 5, O, carries -0.40; number 6, C, carries 0.51; number 7, O, carries -0.43; number 8, H, carries 0.16

2.
Computed, not measured: an isolated molecule of C4N2 in a non-equilibrium geometry, with ωB97M-V/def2-TZVPD.

Results
Relative energy (zero: lowest compared OMol25 entry of this formula, charge and spin)   2.6684 eV
Orbital gap   9.57 eV
E   -7122.31931 eV
Spin multiplicity   1

Bonds (Å) are listed after each position.
Atoms and positions in Å:
1 C -0.17702 0.15178 0.42508  C2 1.296, C3 1.516, C5 1.409
2 C 0.62579 0.43020 1.40305  C1 1.296, C3 1.655
3 C 1.24492 -0.08603 -0.04253  C1 1.516, C2 1.655, N4 1.170
4 N 2.13132 -0.37286 -0.75045  C3 1.170
5 C -1.39485 -0.00747 -0.26476  C1 1.409, N6 1.157
6 N -2.43015 -0.11562 -0.77039  C5 1.157

Charges in e, computed with natural (NBO), in the same order as the atoms: number 1, C, carries -0.28; number 2, C, carries 0.21; number 3, C, carries 0.15; number 4, N, carries -0.13; number 5, C, carries 0.24; number 6, N, carries -0.18

3.
Computed, not measured: an isolated molecule of C4N2O2 in a non-equilibrium geometry, with ωB97M-V/def2-TZVPD.

Results
Relative energy (zero: lowest compared OMol25 entry of this formula, charge and spin)   1.8010 eV
Orbital gap   8.59 eV
E   -11218.60885 eV
Spin multiplicity   1

Bonds (Å) are listed after each position.
Atoms and positions in Å:
1 C -1.69003 -1.43408 -0.62536  C2 1.276, O8 1.168
2 C -0.54558 -1.09738 -0.17232  C1 1.276, C3 1.398, N5 1.560
3 C 0.54741 -0.23577 -0.04111  C2 1.398, N5 1.253, N6 1.293
4 C 1.24751 1.95036 0.67753  N6 1.203, O7 1.147
5 N 0.97067 -1.34556 -0.44159  C2 1.560, C3 1.253
6 N 0.59209 0.99664 0.34817  C3 1.293, C4 1.203
7 O 1.67045 2.95931 1.02208  C4 1.147
8 O -2.79253 -1.79351 -0.76741  C1 1.168

Charges in e, computed with natural (NBO), in the same order as the atoms: number 1, C, carries 0.64; number 2, C, carries -0.31; number 3, C, carries 0.42; number 4, C, carries 0.94; number 5, N, carries -0.24; number 6, N, carries -0.56; number 7, O, carries -0.43; number 8, O, carries -0.45

Please write out number 3 again, unchanged.
Computed, not measured: an isolated molecule of C4N2O2 in a non-equilibrium geometry, with ωB97M-V/def2-TZVPD.

Results
Relative energy (zero: lowest compared OMol25 entry of this formula, charge and spin)   1.8010 eV
Orbital gap   8.59 eV
E   -11218.60885 eV
Spin multiplicity   1

Bonds (Å) are listed after each position.
Atoms and positions in Å:
1 C -1.69003 -1.43408 -0.62536  C2 1.276, O8 1.168
2 C -0.54558 -1.09738 -0.17232  C1 1.276, C3 1.398, N5 1.560
3 C 0.54741 -0.23577 -0.04111  C2 1.398, N5 1.253, N6 1.293
4 C 1.24751 1.95036 0.67753  N6 1.203, O7 1.147
5 N 0.97067 -1.34556 -0.44159  C2 1.560, C3 1.253
6 N 0.59209 0.99664 0.34817  C3 1.293, C4 1.203
7 O 1.67045 2.95931 1.02208  C4 1.147
8 O -2.79253 -1.79351 -0.76741  C1 1.168

Charges in e, computed with natural (NBO), in the same order as the atoms: number 1, C, carries 0.64; number 2, C, carries -0.31; number 3, C, carries 0.42; number 4, C, carries 0.94; number 5, N, carries -0.24; number 6, N, carries -0.56; number 7, O, carries -0.43; number 8, O, carries -0.45

Question: Which value of E does entry 3 give?
Answer: -11218.60885 eV